1.
DFT (ωB97M-V/def2-TZVPD) results for a cluster of 9 separate species, C23H58Cl4N2O7 in total in a non-equilibrium geometry.

Charge: 0
LUMO, eV: -0.05
HOMO-LUMO gap, Ha: 0.343
Max |F|, eV/Å: 4.1
Highest occupied orbital energy, eV: -9.4
SMILES string: CC(N)=O.CC(N)=O.CC(C)O.CC(C)O.CC(C)O.CC(C)O.CC(C)O.ClCCCl.ClCCCl

```
94
C23H58Cl4N2O7 | OMol25 | ωB97M-V/def2-TZVPD
Cl -3.026 4.896 0.033
C -3.747 5.018 1.619
C -3.589 3.775 2.446
Cl -1.858 3.593 2.964
H -4.809 5.086 1.382
H -3.370 5.855 2.208
H -3.866 2.839 1.962
H -4.080 3.890 3.413
Cl 4.481 2.993 9.876
C 4.289 1.825 8.576
C 3.618 2.470 7.302
Cl 4.769 3.629 6.487
H 3.665 1.041 9.005
H 5.220 1.320 8.321
H 2.733 3.087 7.458
H 3.327 1.819 6.477
C -0.453 -1.532 -0.842
C 0.746 -0.621 -0.630
C 1.843 -1.191 0.240
O 1.268 -0.516 -1.906
H -1.030 -1.650 0.076
H -0.189 -2.509 -1.248
H -1.108 -1.070 -1.580
H 0.420 0.368 -0.311
H 1.430 -1.159 1.248
H 2.747 -0.582 0.243
H 2.079 -2.208 -0.073
H 1.827 0.265 -1.915
C 8.820 -0.759 -0.196
C 9.383 0.555 0.347
C 9.368 0.608 1.852
O 10.789 0.676 -0.075
H 7.772 -0.912 0.063
H 9.419 -1.581 0.196
H 8.777 -0.662 -1.281
H 8.686 1.305 -0.027
H 8.567 0.012 2.290
H 9.334 1.648 2.174
H 10.252 0.169 2.316
H 10.816 0.147 -0.876
C -4.220 0.255 -8.263
C -5.734 0.385 -8.714
C -5.817 1.429 -9.878
O -6.104 -0.868 -9.257
H -3.857 1.243 -7.977
H -3.606 -0.208 -9.035
H -4.219 -0.358 -7.362
H -6.352 0.713 -7.877
H -6.840 1.700 -10.139
H -5.302 1.046 -10.759
H -5.286 2.347 -9.629
H -6.142 -1.490 -8.526
C -7.633 -1.520 1.234
C -7.896 -1.354 -0.331
C -7.515 0.070 -0.785
O -7.132 -2.327 -1.018
H -8.363 -0.920 1.778
H -6.614 -1.384 1.597
H -7.796 -2.489 1.706
H -8.921 -1.575 -0.630
H -7.773 0.185 -1.838
H -6.466 0.329 -0.644
H -8.101 0.788 -0.211
H -6.791 -2.990 -0.413
C -2.414 -2.837 6.190
C -2.796 -3.881 7.200
C -3.863 -4.720 6.653
O -1.721 -4.726 7.357
H -2.177 -3.345 5.255
H -1.508 -2.373 6.580
H -3.185 -2.077 6.069
H -3.086 -3.418 8.143
H -4.750 -4.224 6.259
H -4.290 -5.183 7.543
H -3.544 -5.509 5.972
H -1.983 -5.482 7.888
O 3.979 -5.000 -6.639
C 3.102 -4.296 -6.060
N 3.461 -3.728 -4.947
C 1.692 -4.041 -6.570
H 4.405 -3.872 -4.618
H 2.889 -3.009 -4.527
H 1.010 -3.562 -5.868
H 1.243 -5.014 -6.767
H 1.768 -3.484 -7.504
O 4.641 4.220 -1.273
C 4.421 5.102 -0.443
N 3.165 5.447 -0.204
C 5.585 5.700 0.325
H 2.991 5.868 0.698
H 2.426 5.026 -0.748
H 5.816 5.020 1.144
H 5.497 6.733 0.660
H 6.389 5.723 -0.411
```

=====

2.
DFT (ωB97M-V/def2-TZVPD) results for a structure of composition C23H59AsF6N6O15 in a non-equilibrium geometry.

Charge: +2
LUMO, eV: -3.60
HOMO-LUMO gap, Ha: 0.360
Max |F|, eV/Å: 5.3
Highest occupied orbital energy, eV: -13.4

```
110
C23H59AsF6N6O15 | OMol25 | ωB97M-V/def2-TZVPD
C -4.892 2.542 -1.347
C -4.020 1.742 -2.281
C -4.329 1.920 -3.794
O -3.549 0.909 -4.429
C -4.255 0.351 -5.513
N -2.613 2.254 -2.280
H -1.942 1.704 -2.906
H -2.650 3.253 -2.537
H -2.102 2.328 -1.346
H -4.723 2.253 -0.287
H -5.980 2.458 -1.501
H -4.670 3.602 -1.544
H -4.042 0.683 -2.049
H -4.056 2.876 -4.266
H -5.418 1.763 -4.043
H -3.484 -0.259 -6.011
H -4.540 1.225 -6.166
H -5.151 -0.146 -5.142
C 4.290 -0.527 0.317
C 3.713 -0.906 1.679
C 4.701 -0.517 2.756
O 4.036 -0.368 3.969
C 4.923 0.104 4.998
N 2.442 -0.239 2.024
H 1.664 -0.555 1.424
H 2.178 -0.266 3.002
H 2.429 0.781 1.807
H 4.386 0.547 0.266
H 3.647 -0.870 -0.496
H 5.254 -1.080 0.372
H 3.494 -1.973 1.787
H 5.198 0.431 2.548
H 5.440 -1.349 2.897
H 5.361 1.053 4.694
H 5.695 -0.565 5.214
H 4.323 0.311 5.899
C 1.357 1.144 -4.940
C -0.146 1.237 -4.640
O -0.540 0.754 -3.567
N -0.998 1.738 -5.574
H 5.931 -3.459 -3.156
H -1.971 1.648 -5.279
C -0.553 2.308 -6.811
H 1.827 0.344 -4.343
H 1.909 2.114 -4.769
H 1.440 0.837 -5.971
H 0.480 2.545 -6.737
H -1.010 3.243 -6.991
H -0.646 1.701 -7.680
C -0.129 -7.166 3.281
C -1.221 -7.405 2.242
O -1.891 -6.476 1.859
N -1.527 -8.732 1.934
H -0.800 -9.394 2.136
H -0.909 -4.720 0.926
C -2.313 -9.089 0.785
H 0.484 -6.315 3.072
H 0.489 -8.045 3.540
H -0.599 -7.054 4.280
H -3.093 -8.327 0.632
H -2.918 -9.973 1.014
H -1.625 -9.111 -0.022
C -1.144 -3.942 4.090
C -2.316 -3.651 4.920
O -2.654 -4.123 5.924
N -3.216 -2.340 4.363
H -2.702 -1.942 3.587
H -4.127 -2.750 4.101
C -3.417 -1.384 5.503
H -0.496 -4.579 4.683
H -0.571 -3.026 3.899
H -1.269 -4.455 3.199
H -4.251 -0.714 5.344
H -2.494 -0.821 5.631
H -3.829 -2.067 6.315
C 0.285 7.945 -0.338
C 1.638 7.885 -1.020
O 2.113 6.788 -1.529
N 2.312 9.053 -1.114
H 3.281 8.996 -1.475
H 0.835 2.108 -0.902
C 1.782 10.361 -0.685
H 0.356 8.671 0.412
H 0.105 6.941 0.087
H -0.523 8.124 -1.009
H 2.531 11.112 -0.608
H 1.235 10.275 0.270
H 1.055 10.914 -1.322
As -1.576 0.924 1.852
F -2.914 1.320 2.785
F -0.523 1.042 3.290
F -0.172 0.430 0.934
F -2.583 0.735 0.470
F -1.307 2.589 1.355
F -1.831 -0.785 2.329
O 1.974 4.744 -0.199
C 1.449 3.637 0.000
O 0.819 3.049 -1.086
O 1.636 3.025 1.112
H 1.852 5.471 -0.854
O 5.157 -4.548 -1.548
C 4.365 -3.635 -2.231
O 5.085 -3.027 -3.161
O 3.155 -3.474 -2.008
H 4.651 -5.182 -1.022
O 0.801 -4.412 -0.296
C 0.845 -3.818 0.954
O 1.611 -3.046 1.426
O -0.286 -4.239 1.471
H 1.485 -3.998 -0.829
```